# C46H91BrIN4O18P2

A cluster of 6 separate species, C46H91BrIN4O18P2 in total in a non-equilibrium geometry (ωB97M-V with the def2-TZVPD basis set, OMol25).

The geometry in XYZ format:
```
163
Properties=species:S:1:pos:R:3:forces:R:3
C 0.173 -1.891 6.001 3.9572 2.2794 -4.1597
C 0.865 -1.245 5.099 -2.4715 -2.9896 3.6945
C 1.808 -0.573 3.999 -0.9412 -0.7089 -0.2664
C 1.087 0.665 3.190 0.1336 -1.0139 0.7826
C 0.000 0.058 2.105 -0.8441 -0.0505 2.2563
C 0.499 0.117 0.587 0.9702 3.3936 2.0937
C -0.030 1.481 -0.167 -0.1945 0.0547 -1.7428
C 0.840 2.056 -1.370 0.4342 0.8812 -1.9305
C 2.112 2.996 -1.068 0.6484 -0.1155 -0.5147
C 3.352 2.311 -0.298 0.7925 0.4687 -1.1783
C 4.647 3.285 -0.616 -0.8894 0.4064 -0.4531
N 5.394 3.703 0.607 -0.0661 -1.9324 0.9200
C 5.845 2.566 1.435 1.1027 -0.8490 -0.8077
N 6.593 1.570 0.949 -2.4180 2.6317 1.3061
N 5.449 2.621 2.884 0.4337 -0.5363 -3.2451
P -0.306 2.962 1.063 -0.9169 0.4154 2.6859
O 1.115 3.479 1.842 -0.2924 0.1160 -1.4434
Br -0.954 4.786 -0.205 0.5145 -0.6444 -0.1698
C -1.577 1.305 -0.732 0.1591 0.0819 0.4994
O -2.445 1.559 0.400 -0.3591 -0.1242 -1.7172
C -3.708 2.164 0.050 -2.1082 0.4350 0.6339
C -4.928 1.131 -0.205 -0.1732 0.1886 -0.2397
O -5.589 0.791 1.057 -0.4194 1.2996 -1.7846
C -6.677 1.710 1.353 -0.7316 1.0509 1.8423
C -6.461 2.221 2.896 -0.4055 -0.7357 -1.0721
C -1.786 -0.153 -1.380 0.1104 -0.1326 0.0469
I -2.375 0.200 -3.501 0.3891 -0.3710 0.8253
C -0.425 -1.010 -1.506 -2.2413 0.6178 -3.0287
N 0.419 -1.136 -0.274 -0.0980 -1.0384 -0.9604
C 0.072 -2.427 0.396 -0.1273 -4.2823 1.7502
C 0.613 -3.791 -0.356 0.3717 -0.2786 -0.5283
C -1.475 -2.830 0.573 -1.2061 -0.3790 0.2656
C -2.449 -1.968 1.481 -0.6151 0.0328 0.9682
P 2.139 -1.106 -0.970 2.6192 0.6080 -0.8237
C 2.317 -2.164 -2.542 0.8070 -2.0675 0.4004
C 3.288 -1.788 0.435 -0.3980 -0.2627 0.7761
C 4.749 -2.190 -0.107 -0.1642 0.5245 0.9147
H -0.201 -2.649 6.794 0.6400 2.0204 -1.8774
H 2.032 -1.393 3.199 -0.3089 1.2388 1.5156
H 2.824 -0.273 4.449 -1.7880 -0.3617 -0.4572
H 0.538 1.277 4.013 1.0485 -0.7010 -1.8080
H 1.949 1.233 2.696 -1.4641 -0.4583 0.6911
H -1.023 0.587 2.307 1.9129 -0.7988 -0.8538
H -0.176 -0.974 2.584 0.2062 1.2992 -1.4064
H 1.622 0.420 0.751 -1.8324 -1.1563 -0.7065
H 1.227 1.297 -2.160 -0.7850 0.9182 1.6018
H 0.134 2.745 -2.000 1.1163 -1.2612 1.2575
H 1.841 4.021 -0.582 0.3776 -2.0337 -0.6451
H 2.534 3.296 -2.117 -0.8892 -0.6366 1.7298
H 3.665 1.285 -0.757 -1.0614 1.7119 0.9333
H 3.155 2.201 0.830 0.3945 0.2519 -1.6859
H 4.249 4.255 -1.129 0.7720 -1.6370 1.0474
H 5.326 2.790 -1.424 -1.0457 0.8018 1.7023
H 4.913 4.437 1.148 0.3033 -0.7539 -0.3677
H 6.798 1.719 -0.055 -0.1058 0.2539 0.7918
H 5.826 1.759 3.309 -0.4700 0.6347 -0.2346
H 4.414 2.632 2.864 0.8197 -0.0557 0.4473
H 1.051 4.413 2.161 -0.1943 -1.0128 -0.2955
H -1.841 2.086 -1.534 0.8572 -1.0305 1.2552
H -4.031 2.799 0.975 0.6817 -1.1865 -1.5705
H -3.697 2.897 -0.833 0.6711 -1.1433 1.0397
H -4.627 0.137 -0.695 -0.1624 1.4660 0.7401
H -5.678 1.637 -0.942 1.2345 -0.8630 1.3099
H -7.730 1.223 1.279 1.9573 0.4361 -0.1080
H -6.694 2.656 0.700 0.2182 -1.5994 0.6356
H -5.811 3.169 2.862 -0.9663 -1.5368 0.3906
H -7.508 2.436 3.354 2.0203 -0.2741 -0.6026
H -5.928 1.338 3.434 -0.9876 1.7905 -0.6899
H -2.692 -0.744 -0.971 1.8238 1.1257 -0.3671
H -0.760 -2.031 -1.961 0.9462 1.6321 1.3403
H 0.127 -0.516 -2.410 -0.4533 -0.7459 2.0844
H 0.657 -2.522 1.402 -1.3723 0.7426 -1.6761
H 0.281 -4.753 0.212 0.4225 2.0806 -0.7723
H 0.198 -3.905 -1.422 0.5469 0.2474 1.5845
H 1.750 -3.872 -0.420 -1.5608 0.3176 0.0499
H -1.482 -3.894 1.055 0.2355 2.0127 -0.8964
H -2.009 -3.003 -0.453 1.3017 0.4200 1.5797
H -2.471 -0.834 1.319 0.1890 -1.6505 -0.0028
H -2.181 -2.139 2.596 -0.4734 0.3355 -1.7979
H -3.548 -2.334 1.351 1.9999 0.5284 0.1618
H 2.921 -1.587 -3.341 -1.3717 -0.6165 1.3406
H 2.996 -3.066 -2.243 -1.2287 1.4465 -0.6482
H 1.345 -2.631 -2.930 1.4945 0.9316 0.3657
H 2.813 -2.658 1.011 0.7805 1.1217 -0.8445
H 3.367 -0.907 1.197 -0.0301 -1.4406 -1.4440
H 5.425 -2.320 0.835 -1.1929 0.1089 -1.7999
H 5.177 -1.296 -0.688 -0.5296 -1.5653 0.6014
H 4.714 -3.173 -0.697 0.1998 1.6426 0.7678
C -6.661 -2.645 1.435 0.1497 -0.2729 -0.0455
C -7.368 -2.025 2.626 0.3041 0.3552 -0.4557
O -8.016 -3.032 3.413 0.1944 -0.2236 0.5686
C -7.217 -3.710 4.257 -0.0243 -0.0739 -0.1456
O -6.028 -3.536 4.408 -0.6545 -0.0660 -0.0678
O -7.965 -4.630 4.893 0.2642 0.5499 -0.2988
C -7.221 -5.471 5.773 0.1627 -0.3481 0.3645
H -7.351 -3.267 0.859 -0.0216 0.1654 0.0228
H -6.251 -1.870 0.783 -0.0948 0.0358 0.0821
H -5.842 -3.293 1.758 -0.0427 0.1079 0.0749
H -8.151 -1.349 2.272 -0.1116 -0.2576 0.1978
H -6.683 -1.430 3.238 -0.0302 -0.2452 0.0281
H -6.628 -4.884 6.478 0.0056 -0.0425 -0.2232
H -6.579 -6.140 5.194 0.0493 0.1622 0.0995
H -7.930 -6.076 6.340 -0.1026 0.2024 -0.2455
C -0.434 5.327 8.469 -0.2617 -0.0583 -0.1938
C 0.657 6.172 7.839 -0.1227 -0.0105 0.7613
O 0.765 5.898 6.435 -0.1964 0.3470 -0.6739
C -0.143 6.510 5.654 -0.1092 -0.0245 0.5474
O -1.015 7.260 6.027 0.5841 -0.4611 -0.3942
O 0.074 6.128 4.380 0.1197 0.0641 0.3043
C -0.872 6.653 3.450 -0.2992 0.1715 -0.3046
H -0.278 4.268 8.245 0.1224 0.0860 0.1113
H -0.450 5.462 9.553 0.0434 -0.0041 -0.0896
H -1.417 5.594 8.074 0.1094 0.0942 0.0840
H 1.621 5.914 8.285 -0.0122 -0.0313 -0.3670
H 0.495 7.239 8.018 -0.0936 -0.1324 -0.2305
H -0.948 7.740 3.531 -0.0646 -0.1822 0.1133
H -1.847 6.186 3.607 0.0520 0.1823 0.0362
H -0.527 6.407 2.444 0.1289 -0.0798 0.2047
C 9.208 -0.994 -1.314 0.1763 -0.1716 0.1776
C 8.579 -1.660 -2.523 -0.1955 0.5135 0.3202
O 9.465 -2.633 -3.088 -0.1067 -0.6072 -0.0047
C 9.493 -3.824 -2.463 0.1572 0.0386 0.1065
O 8.839 -4.135 -1.492 0.2785 0.1751 -0.6105
O 10.389 -4.606 -3.091 -0.5143 0.4636 0.1629
C 10.569 -5.884 -2.481 0.1515 -0.5182 0.1465
H 10.191 -0.587 -1.567 -0.1615 0.0653 -0.0779
H 8.573 -0.186 -0.943 0.0383 -0.0467 -0.0242
H 9.360 -1.712 -0.504 -0.1400 0.0542 -0.0768
H 8.398 -0.911 -3.298 0.1994 -0.2662 -0.1211
H 7.611 -2.109 -2.277 0.2081 -0.1598 0.0120
H 9.615 -6.399 -2.348 0.1022 0.1823 0.0939
H 11.082 -5.770 -1.523 -0.1971 -0.0326 -0.0399
H 11.196 -6.486 -3.141 -0.0615 0.3239 -0.0672
C -11.163 -0.927 -4.197 0.2319 -0.1419 -0.1838
C -10.710 0.262 -3.371 -0.7254 -0.0884 -0.2471
O -9.356 0.089 -2.930 0.7014 0.3122 -0.1837
C -8.409 0.377 -3.840 -0.4610 -0.1186 -0.1671
O -8.599 0.769 -4.968 0.2488 -0.1917 0.7440
O -7.205 0.134 -3.284 -0.3689 0.1668 -0.0284
C -6.108 0.333 -4.173 0.3192 0.0443 -0.1693
H -11.002 -1.860 -3.649 -0.1280 0.1248 0.0617
H -12.222 -0.841 -4.450 0.0800 0.0143 0.0576
H -10.592 -1.001 -5.126 -0.0991 0.1236 0.0552
H -11.326 0.337 -2.472 0.3595 -0.0264 0.0653
H -10.825 1.202 -3.920 0.2386 -0.1463 -0.0037
H -6.142 1.325 -4.631 -0.1222 -0.1776 -0.0469
H -6.104 -0.446 -4.940 -0.0485 0.1887 -0.0379
H -5.187 0.254 -3.592 -0.4470 -0.0621 0.1150
C 6.927 -2.631 -6.828 -0.2472 -0.1410 0.0925
C 6.795 -1.224 -7.379 0.6206 -0.2640 0.3020
O 5.565 -1.074 -8.101 -0.7202 0.3691 0.2989
C 4.472 -0.867 -7.348 0.2805 -0.2195 -0.1974
O 4.442 -0.790 -6.139 -0.0828 0.0108 -0.5642
O 3.407 -0.779 -8.168 0.5031 0.0502 0.3717
C 2.167 -0.629 -7.484 -0.4545 0.0802 0.0982
H 6.800 -3.369 -7.625 0.1451 0.1187 0.0062
H 7.905 -2.774 -6.364 -0.0480 0.0350 -0.0601
H 6.157 -2.835 -6.080 0.1023 0.1071 -0.0005
H 7.602 -1.034 -8.090 -0.3407 0.0442 -0.1268
H 6.879 -0.472 -6.589 -0.2371 -0.0906 -0.0857
H 2.200 0.207 -6.781 0.0848 -0.1863 -0.0090
H 1.912 -1.558 -6.967 0.0596 0.1447 0.0745
H 1.394 -0.423 -8.226 0.3124 -0.0756 -0.0961
```
Positions in Å, forces in eV/Å.

The calculation puts the LUMO energy at -2.77 eV. Its total charge is +1.